[1]
Molecular formula: C10H16N2NiS2
Method: DFT, ωB97M-V/def2-TZVPD

```
! RIJCOSX wB97M-V def2-TZVPD def2/J DEFGRID3
* xyz 0 3
Ni 0.016 -0.113 -0.293
N -0.061 0.840 -2.139
C 0.777 2.011 -2.481
C 2.283 1.615 -2.657
C 3.124 1.591 -1.409
C 2.777 0.607 -0.338
N 1.616 0.949 0.486
H -0.113 0.220 -2.947
H -1.005 1.199 -2.017
H 0.610 2.810 -1.738
H 0.427 2.351 -3.455
H 2.766 2.246 -3.385
H 2.230 0.619 -3.111
H 3.208 2.586 -0.910
H 4.169 1.354 -1.637
H 3.631 0.467 0.301
H 2.598 -0.414 -0.736
H 1.600 1.980 0.636
H 1.626 0.417 1.366
S -0.102 -2.060 0.676
C -1.541 -1.943 1.638
C -1.866 -3.011 2.490
C -3.042 -3.005 3.137
C -3.936 -2.036 2.888
C -3.643 -0.989 2.063
C -2.440 -0.899 1.425
S -1.961 0.573 0.584
H -1.139 -3.817 2.586
H -3.327 -3.798 3.826
H -4.903 -2.063 3.388
H -4.380 -0.288 1.764
*
```

Computed properties:
HOMO energy (spin up / spin down)	-6.705 / -6.944	eV
orbital gap (spin up / spin down)	7.019 / 7.045	eV
expectation value of S²	2.01
ΔE to the lowest compared entry with this formula, charge and spin	0.000	eV
DFT total energy	-2804.8657	hartree
LUMO level (spin up / spin down)	0.3 / 0.1	eV

---

[2]
Molecular formula: C2H4Cl2N3O2
Method: DFT, ωB97M-V/def2-TZVPD

```
! RIJCOSX wB97M-V def2-TZVPD def2/J DEFGRID3
* xyz 1 1
C 0.320 -0.347 0.621
C 1.143 0.050 1.648
N 0.746 -1.202 -0.266
N -0.988 0.112 0.553
N 2.053 4.024 -0.209
O 1.689 3.632 0.822
O 2.199 3.767 -1.324
Cl 0.475 1.325 2.733
Cl 2.655 -0.431 2.233
H 1.696 -1.527 -0.384
H 0.030 -1.579 -0.976
H -1.143 1.027 0.972
H -1.416 -0.169 -0.303
*
```

Computed properties:
HOMO energy (spin up / spin down)	-13.948 / -12.376	eV
orbital gap (spin up / spin down)	10.261 / 5.432	eV
ΔE to the lowest compared entry with this formula, charge and spin	0.912	eV
DFT total energy	-1313.3168	hartree
LUMO level (spin up / spin down)	-3.7 / -6.9	eV

---

[3]
Molecular formula: C6H12NO3
Method: DFT, ωB97M-V/def2-TZVPD

```
! RIJCOSX wB97M-V def2-TZVPD def2/J DEFGRID3
* xyz -1 1
C 0.521 -2.574 1.343
C 1.719 -1.748 0.781
C -0.349 -1.660 2.277
O -0.933 -0.668 1.737
O -0.665 -2.124 3.392
H -0.172 -2.820 0.529
H 0.942 -3.441 1.835
H 2.617 -1.947 1.348
H 1.370 -0.725 0.829
H 1.857 -1.924 -0.279
C -0.103 1.261 -1.140
C 0.238 1.550 -2.619
C -0.960 2.317 -0.484
O -0.787 3.498 -0.766
N -1.841 1.866 0.418
H -0.624 0.286 -1.155
H 0.683 0.828 -0.524
H 0.966 2.348 -2.687
H -0.694 1.811 -3.114
H -2.709 2.289 0.684
H -1.869 0.866 0.651
H 0.791 0.709 -3.057
*
```

Computed properties:
HOMO energy	-4.296	eV
orbital gap	7.791	eV
ΔE to the lowest compared entry with this formula, charge and spin	0.854	eV
DFT total energy	-516.3707	hartree
LUMO level	3.5	eV

---

[4]
Molecular formula: C7H12O
Method: DFT, ωB97M-V/def2-TZVPD

```
! RIJCOSX wB97M-V def2-TZVPD def2/J DEFGRID3
* xyz 0 1
C -0.570 -1.577 -1.927
C -0.283 -0.440 -1.315
C -0.823 -0.065 0.043
C -1.593 -0.865 0.761
C -0.312 1.236 0.576
C -1.128 2.275 0.511
C 1.089 1.257 1.085
H -0.031 -2.008 -2.776
H -1.236 -2.355 -1.551
H 0.300 0.362 -1.763
H -2.178 -1.693 0.371
H -1.868 -0.620 1.778
H -2.108 2.193 0.061
H -0.975 3.288 0.875
H 1.851 1.280 0.308
H 1.314 0.326 1.612
H 1.287 2.037 1.823
O 2.180 -1.834 -0.108
H 2.911 -1.600 0.470
H 2.171 -1.196 -0.834
*
```

Computed properties:
SMILES	C=CC(=C)C(=C)C.O
HOMO energy	-8.804	eV
orbital gap	9.568	eV
ΔE to the lowest compared entry with this formula, charge and spin	2.060	eV
DFT total energy	-349.0729	hartree
LUMO level	0.8	eV

---

[5]
Molecular formula: C2H5N5O
Method: DFT, ωB97M-V/def2-TZVPD

```
! RIJCOSX wB97M-V def2-TZVPD def2/J DEFGRID3
* xyz 0 1
C 2.514 0.485 -0.147
C 1.246 1.347 0.036
N 2.383 -0.764 -0.092
N 1.468 -1.596 -0.131
N 0.181 0.630 0.314
N -1.883 -0.322 -0.066
N -1.117 0.844 -0.209
O 1.503 2.557 0.069
H 3.417 1.000 -0.276
H 1.615 -2.429 0.589
H -2.156 -0.494 0.907
H -1.574 -1.171 -0.659
H -1.095 1.110 -1.272
*
```

Computed properties:
HOMO energy (spin up / spin down)	-8.285 / -9.200	eV
orbital gap (spin up / spin down)	7.166 / 8.627	eV
ΔE to the lowest compared entry with this formula, charge and spin	5.750	eV
DFT total energy	-428.0118	hartree
LUMO level (spin up / spin down)	-1.1 / -0.6	eV

---

[6]
Molecular formula: HN2O3
Method: DFT, ωB97M-V/def2-TZVPD

```
! RIJCOSX wB97M-V def2-TZVPD def2/J DEFGRID3
* xyz -1 1
O 1.196 1.031 -0.014
N -0.181 1.005 -0.017
N -0.615 -0.139 -0.005
O -1.874 -0.348 0.058
O 0.413 -1.157 -0.071
H 1.060 -0.392 0.048
*
```

Computed properties:
SMILES	O=NN([O-])O
HOMO energy	-3.394	eV
orbital gap	8.404	eV
ΔE to the lowest compared entry with this formula, charge and spin	0.475	eV
DFT total energy	-335.7095	hartree
LUMO level	5.0	eV

---

[7]
Molecular formula: C15H18N2O3S2
Method: DFT, ωB97M-V/def2-TZVPD

```
! RIJCOSX wB97M-V def2-TZVPD def2/J DEFGRID3
* xyz 0 1
C 1.055 4.344 0.746
C 0.111 3.401 0.132
O -0.767 3.848 -0.672
N 0.106 2.104 0.573
C -0.819 1.152 -0.032
S -2.004 1.664 -1.000
C -2.681 0.047 -1.318
C -4.161 0.106 -1.169
S -4.656 -1.022 0.080
O -5.941 -0.832 0.616
O -4.387 -2.725 -0.577
C -3.176 -0.791 0.972
C -2.175 -0.820 0.185
N -0.984 -0.038 0.522
C 0.002 -0.543 1.269
C 1.223 -0.789 0.813
C 1.387 -1.004 -0.653
C 2.526 -1.396 -1.147
C 3.760 -1.384 -0.828
C 5.084 -1.973 -1.179
C 3.789 -1.298 0.772
C 2.523 -1.171 1.393
H 1.986 3.938 0.746
H 0.896 5.358 0.200
H 0.762 4.575 1.832
H -2.328 -0.368 -1.992
H -4.635 -0.334 -2.081
H -4.528 1.058 -0.943
H -3.024 -1.574 1.721
H -3.318 0.087 1.580
H -1.806 -1.654 -0.161
H -0.348 -1.237 1.836
H 0.287 0.184 1.987
H 0.465 -1.103 -1.305
H 2.588 -1.747 -2.410
H 5.913 -1.456 -0.735
H 5.065 -1.561 -2.388
H 5.159 -2.980 -1.294
H 4.527 -1.430 1.485
H 2.526 -0.639 2.427
*
```

Computed properties:
SMILES	CC(=O)/N=C1\S[C@@H]2CS(=O)(=O)C[C@@H]2N1Cc1ccc(C)cc1
HOMO energy	-8.606	eV
orbital gap	8.546	eV
ΔE to the lowest compared entry with this formula, charge and spin	16.254	eV
DFT total energy	-1713.4857	hartree
LUMO level	-0.1	eV